1.
34
Properties=species:S:1:pos:R:3:forces:R:3 method="wB97M-V/def2-TZVPD" gap_ev="8.65 / 5.92" total_charge=-1 homo_energy_ev="-6.289 / -6.264" multiplicity=8 relative_energy_kj_mol=16.4
Gd -3.953922 -0.108000 12.948191 0.40 -0.09 -0.27
O -10.412383 -0.802967 13.141564 -0.22 0.29 0.54
C -9.073638 -0.555272 13.123266 0.77 -0.34 0.25
C -8.338611 -0.333171 14.328567 0.25 -0.08 -2.22
C -6.959384 -0.173966 14.237023 -0.10 0.37 -1.65
N -6.365666 -0.172718 13.017255 -0.83 -0.44 0.80
C -7.052135 -0.443680 11.909026 -0.12 0.19 -1.01
C -8.423358 -0.633827 11.867243 -0.47 -0.47 1.02
C -6.212722 -0.482135 10.605611 1.47 0.19 -0.45
O -6.751894 -0.492945 9.484279 0.80 -0.09 2.08
O -4.915672 -0.452987 10.884373 -2.20 -0.01 -1.03
C -6.013149 0.098698 15.423119 -1.52 -0.26 -0.29
O -6.587184 0.000007 16.501168 0.75 0.26 0.48
O -4.829595 0.400123 15.098149 0.18 0.13 0.12
H -10.787211 -0.696123 14.039923 0.54 -0.08 -0.65
H -8.844005 -0.272215 15.250240 -0.35 -0.04 1.08
H -8.945259 -0.972421 10.949465 0.47 0.60 0.73
O -1.202056 -3.132278 13.956661 -1.65 1.59 -0.56
S -2.075692 -1.993425 13.630878 0.64 0.02 -1.05
O -1.781061 -1.299238 12.289738 0.19 -0.39 1.48
O -2.104220 -0.902962 14.665753 0.16 -0.94 -0.54
O -3.586089 -2.326127 13.396279 0.93 -0.18 0.76
N -2.706235 1.439613 11.115281 1.46 -0.27 -0.72
C -1.812662 2.502047 11.610235 0.55 0.42 -0.09
C -1.216506 2.238299 13.005229 -1.35 1.18 -0.49
N -2.337988 1.738051 13.793234 0.42 -0.93 2.40
H -2.050105 0.649316 10.857694 -1.35 0.76 0.09
H -3.124599 1.828527 10.249795 0.19 -0.95 0.67
H -2.371029 3.450936 11.566625 0.13 -0.26 0.36
H -0.939049 2.632650 10.983834 0.18 0.19 -0.68
H -0.877509 3.239818 13.368914 0.13 -0.81 -0.08
H -0.367354 1.549557 12.956995 -0.39 -0.08 0.14
H -2.788234 2.467686 14.362667 0.36 -0.42 -0.42
H -2.020132 0.985239 14.470433 -0.39 0.96 -0.80

=====

2.
123
Properties=species:S:1:pos:R:3:forces:R:3 method="wB97M-V/def2-TZVPD" gap_ev=6.98 total_charge=+1 homo_energy_ev=-11.230 multiplicity=1
Mg -21.630730 -18.845410 -6.778380 -2.06 1.62 -2.66
C -24.074480 -15.415300 -7.426050 0.83 -0.47 -0.23
C -23.293990 -16.397280 -8.315200 0.93 -0.59 0.29
O -22.338300 -17.228480 -7.665660 0.47 -0.36 1.14
H -23.459330 -14.631580 -6.983930 0.26 -0.18 0.11
H -24.491200 -16.040310 -6.636230 -0.41 0.40 0.16
H -24.819340 -14.875150 -8.010450 -0.35 -0.30 0.03
H -22.776470 -15.887280 -9.127700 0.03 0.40 -0.08
H -24.014790 -17.045200 -8.813950 -0.43 -0.19 -0.11
C -25.993730 -19.421720 -10.284120 0.85 1.43 0.45
C -26.633670 -20.512760 -11.048080 -1.66 -0.67 -1.30
C -25.456510 -21.352060 -11.522060 0.17 0.60 0.22
O -24.458860 -21.218970 -10.500830 -0.03 0.82 1.06
C -24.793800 -20.079210 -9.655720 0.00 -0.43 0.50
H -26.606140 -18.856530 -9.581550 -0.20 -0.40 0.21
H -25.636270 -18.639890 -10.954250 0.00 -0.03 -0.42
H -27.206430 -20.056450 -11.855430 0.23 -0.18 -0.46
H -27.414630 -21.107210 -10.573920 0.37 -0.05 0.77
H -25.057010 -20.877790 -12.418480 0.06 -0.34 -0.38
H -25.633080 -22.419370 -11.655320 -0.17 0.18 -0.17
H -23.949180 -19.414600 -9.474030 0.32 -0.01 -0.57
H -25.072670 -20.373440 -8.643910 0.02 -0.81 0.12
C -27.498230 -13.089170 -10.140220 0.55 0.18 0.31
C -26.188400 -13.582800 -10.773160 -0.68 -0.27 -0.31
C -26.595770 -15.043210 -11.063720 0.92 -0.12 -0.11
O -27.941200 -15.032830 -11.396790 -1.57 0.40 -0.27
C -28.622620 -13.952190 -10.717070 1.05 -0.34 0.26
H -27.699960 -12.021070 -10.221270 0.19 -0.05 -0.02
H -27.291420 -13.338070 -9.099370 -0.82 0.23 0.35
H -25.390960 -13.507550 -10.033880 0.21 0.03 -0.31
H -25.960270 -13.005660 -11.669240 0.24 -0.32 -0.10
H -26.451040 -15.720300 -10.221870 0.20 0.18 0.78
H -26.062080 -15.555470 -11.864260 0.13 0.40 -0.35
H -29.186750 -14.314830 -9.857790 -0.40 -0.32 -0.29
H -29.277870 -13.449580 -11.428490 0.10 -0.03 0.04
C -28.297920 -16.099270 -6.310180 1.54 -0.01 -2.25
C -29.022940 -14.954360 -7.019030 -0.56 -1.10 -1.31
C -29.889070 -14.458240 -5.948690 -0.02 0.57 1.64
O -29.073770 -14.614210 -4.780350 0.58 -0.06 1.54
C -27.955350 -15.499020 -5.004250 -1.25 -0.25 0.65
H -27.407350 -16.365480 -6.879500 0.27 0.01 -0.15
H -28.823980 -17.049720 -6.220680 -0.64 0.34 0.09
H -29.660390 -15.318750 -7.824630 0.36 0.11 -0.41
H -28.346140 -14.169030 -7.355620 0.15 -0.22 -0.09
H -30.804310 -15.038300 -5.830520 -0.11 -0.10 -0.04
H -30.142230 -13.398690 -5.985520 -0.08 -0.02 -0.22
H -27.933770 -16.365190 -4.342900 -0.22 0.43 1.00
H -27.006230 -14.976570 -4.884580 -0.04 0.22 -0.41
C -20.434190 -14.471180 -10.204390 0.58 -0.18 0.26
C -19.547990 -13.698900 -11.151860 0.64 0.07 -1.43
C -18.724970 -14.759860 -11.954720 -1.04 -0.07 0.42
O -18.881620 -16.003780 -11.247520 -0.41 0.63 1.20
C -19.588880 -15.725250 -9.991650 -0.06 -0.35 -0.91
H -21.430960 -14.704810 -10.578520 0.14 0.10 -0.13
H -20.513250 -13.907080 -9.275070 -0.32 -0.15 0.08
H -18.845750 -13.069240 -10.605530 -0.12 0.07 0.06
H -20.088120 -13.078380 -11.866920 -0.06 0.17 0.20
H -17.688130 -14.444860 -12.072400 0.14 -0.26 0.19
H -19.141210 -14.959350 -12.942160 0.01 0.31 -0.15
H -18.872210 -15.544170 -9.190590 0.17 -0.20 0.09
H -20.223070 -16.586600 -9.781960 0.24 -0.15 0.20
C -22.644040 -17.746830 -12.473710 2.58 -1.10 1.05
C -22.987800 -18.286770 -13.831210 -0.99 -0.50 -0.05
C -22.821340 -17.066480 -14.701610 -2.11 -0.48 -1.58
O -23.285630 -16.010710 -13.887480 0.12 0.28 -0.98
C -22.769780 -16.270010 -12.620860 -0.50 1.41 0.87
H -21.586080 -17.892880 -12.255800 0.21 -0.46 0.23
H -23.194270 -18.168220 -11.632410 -0.23 -0.01 -0.16
H -24.036240 -18.528980 -13.657430 -0.43 0.08 -1.02
H -22.557870 -19.188420 -14.267420 0.56 0.04 0.53
H -23.524680 -17.112940 -15.533020 -0.24 -0.01 -0.09
H -21.887160 -16.975620 -15.255820 0.77 0.42 0.91
H -23.460240 -15.890790 -11.867500 -0.03 0.44 -0.02
H -21.825570 -15.729550 -12.553930 0.27 -0.17 0.41
C -26.367280 -11.234270 -3.871210 -0.17 0.79 1.50
C -26.955820 -11.925530 -5.037430 -1.30 -0.90 -0.82
C -25.737810 -12.563390 -5.688990 -0.72 0.15 0.78
O -24.773870 -11.565190 -5.490820 1.79 0.21 -2.28
C -25.000910 -10.780490 -4.367900 -0.48 -0.54 1.71
H -26.327670 -11.943970 -3.044870 0.43 -0.08 0.08
H -26.936140 -10.396590 -3.467730 -0.21 0.02 -0.26
H -27.417080 -11.239950 -5.748290 0.09 0.16 -0.10
H -27.736350 -12.621720 -4.730550 0.04 -0.15 -0.12
H -25.907380 -12.850120 -6.726840 0.32 0.58 -0.30
H -25.398740 -13.481390 -5.208980 -0.09 -0.27 0.44
H -24.978440 -9.699280 -4.504180 0.12 -0.06 -0.78
H -24.247370 -11.017600 -3.616870 0.25 0.11 0.11
O -21.337310 -19.853580 -8.517080 0.82 -1.13 -1.07
C -20.830650 -20.564590 -9.416460 -0.39 -0.80 0.70
O -19.583020 -20.940770 -9.349620 1.57 0.68 1.17
C -19.085420 -21.759090 -10.435810 -0.95 0.41 -1.42
C -20.288490 -21.789630 -11.398650 0.41 -2.00 -0.32
C -21.448490 -21.312600 -10.596470 -1.02 2.09 0.54
H -18.758570 -22.743520 -10.100880 -0.21 0.29 0.45
H -18.278320 -21.277860 -10.988180 0.24 0.27 0.83
H -20.515640 -22.832650 -11.619120 0.24 -0.03 -0.40
H -20.075870 -21.314270 -12.356220 -0.23 0.38 0.32
H -22.056370 -22.120270 -10.188730 -0.08 0.12 0.06
H -22.121870 -20.634670 -11.120940 -0.14 -0.20 0.00
O -23.477290 -19.523070 -6.345740 -0.70 -0.21 1.72
C -24.467170 -19.476570 -5.597520 0.37 -0.58 -0.11
O -24.768780 -20.478880 -4.760670 2.48 0.06 -1.71
C -26.006960 -20.310100 -4.162900 -2.18 -0.99 0.98
C -26.672550 -19.205260 -4.897250 -1.22 1.74 0.46
C -25.524190 -18.407830 -5.438900 0.65 0.15 -1.45
H -25.900510 -20.180700 -3.085860 0.17 0.22 -0.08
H -26.627080 -21.189970 -4.334240 0.48 -0.41 0.27
H -27.322230 -18.602880 -4.262300 0.11 -0.04 0.18
H -27.339550 -19.541910 -5.690900 0.33 -0.26 -0.17
H -25.078540 -17.632660 -4.815530 -0.21 0.02 0.38
H -25.762370 -17.931290 -6.389840 0.27 -0.04 -0.03
O -20.315650 -15.353360 -2.718180 0.41 1.72 -3.74
C -20.230590 -14.825170 -3.856480 -0.81 -2.47 4.01
O -19.050260 -14.462390 -4.383170 0.03 0.24 0.98
C -19.226070 -13.730830 -5.591640 -1.15 -0.56 -0.74
C -20.557240 -14.349650 -6.112300 -0.29 1.06 -0.34
C -21.375910 -14.576730 -4.821360 1.21 0.07 -0.81
H -18.319960 -13.885230 -6.177490 -0.29 -0.12 -0.19
H -19.346130 -12.660690 -5.422810 0.07 0.02 0.35
H -20.379600 -15.281700 -6.648790 -0.02 -0.10 0.14
H -21.146510 -13.708480 -6.767860 0.40 0.15 -0.26
H -22.099710 -15.371550 -5.001590 0.27 -0.25 0.63
H -21.935560 -13.707310 -4.476390 0.09 0.21 -0.17

=====

3.
48
Properties=species:S:1:pos:R:3:forces:R:3 method="wB97M-V/def2-TZVPD" gap_ev=6.83 homo_energy_ev=-6.938 multiplicity=1 relative_energy_kj_mol=0.0
Zn 0.907447 -0.092825 -0.792934 -0.10 -1.39 0.39
S 3.423578 -0.556455 -1.146843 1.96 -0.70 0.26
O 2.674315 -0.097062 0.074692 0.17 0.65 1.78
O 4.130802 -1.805439 -0.899488 -0.53 0.17 -0.06
O 2.247610 -0.757080 -2.069994 -0.37 -0.37 -1.76
O 4.320982 0.491120 -1.609784 -0.39 0.33 -0.32
O -0.746968 -0.581316 -1.973075 -0.52 -0.13 -0.33
C -1.474151 -0.211749 -2.888033 -0.47 0.42 0.00
N -1.759423 -1.016370 -3.920651 0.17 -0.92 0.05
C -2.140147 1.139141 -2.902436 0.35 0.64 0.17
H -1.430075 -1.968358 -3.851100 0.16 0.12 -0.11
H -2.430880 -0.829825 -4.640349 -0.07 0.38 0.06
H -1.523923 1.824520 -2.322242 0.06 -0.05 -0.05
H -3.118937 1.126764 -2.421791 -0.02 -0.31 -0.04
H -2.250106 1.567282 -3.898130 -0.04 -0.21 -0.08
O 0.611460 -2.029469 0.114433 -0.57 -0.12 0.18
C 0.282676 -3.095591 0.600035 0.04 0.23 -0.02
N -0.263794 -4.085902 -0.142034 -0.13 -0.12 0.59
C 0.535038 -3.406770 2.048418 0.86 -0.05 0.76
H -0.513317 -4.938369 0.324364 -0.11 -0.11 -0.23
H -0.546832 -3.918743 -1.088285 0.17 0.03 -0.15
H -0.251162 -3.883534 2.633455 -0.25 -0.15 -0.47
H 0.833522 -2.518301 2.602421 -0.17 0.24 -0.36
H 1.424089 -4.045041 2.101127 -0.14 -0.14 -0.10
C -0.336334 0.215763 4.721957 0.03 -0.23 0.71
O -0.543141 -0.095864 3.368529 0.21 0.10 -0.18
C -1.671652 0.498195 2.791191 -0.31 1.10 0.04
C -1.555191 0.374999 1.281158 -0.47 -1.70 0.04
N -0.241952 0.820613 0.739696 -1.49 0.95 1.09
C -0.342860 2.248745 0.353578 0.54 0.48 0.13
C 0.918965 2.679619 -0.389032 0.54 0.12 1.74
O 1.182454 1.786056 -1.447253 -0.64 1.79 -0.40
C 1.812402 2.402620 -2.559215 -0.16 -0.06 -0.98
H 0.485835 -0.394355 5.096836 -0.03 -0.07 -0.22
H -1.221418 -0.032488 5.320374 -0.01 0.11 -0.04
H -0.054310 1.257748 4.907736 -0.20 0.09 -0.29
H -1.789478 1.567496 3.047589 0.56 -0.03 0.19
H -2.612289 0.074858 3.165969 0.08 -0.43 -0.20
H -2.439189 0.864033 0.868913 0.32 0.18 -0.43
H -1.655950 -0.699713 1.078981 0.07 0.18 -0.28
H 0.272739 0.784686 1.627261 0.90 -0.12 -0.70
H -0.443378 2.869064 1.252657 0.01 0.12 -0.13
H -1.232697 2.434882 -0.247537 -0.03 -0.33 -0.10
H 1.745077 2.633045 0.337406 0.12 -0.40 -0.16
H 0.915242 3.750873 -0.611275 -0.46 -0.19 -0.82
H 2.729603 2.911272 -2.279467 0.09 -0.07 0.15
H 1.105751 3.086359 -3.044658 0.02 0.27 0.28
H 2.029965 1.650868 -3.313171 0.24 -0.34 0.39

=====

> Look up the multiplicity of the second one.

1

=====

> What is the multiplicity in the second record?

1

=====

> Look up the multiplicity of the first one.

8

=====

> Among the records above, which one has the highest multiplicity?

C9H11GdN3O9S